DFT (wB97M-V/def2-TZVPD) results for a 2-piece molecular cluster, C3H11N4 overall in a non-equilibrium geometry.

Structure (XYZ):
```
18
Properties=species:S:1:pos:R:3:forces:R:3:mulliken_charge:R:1
C 1.70324 1.19753 -2.53450 -0.413 -0.619 -0.431 -0.897
N 0.47906 0.61014 -1.94144 1.527 1.083 0.903 -0.227
C 0.50001 -0.68754 -1.53529 -1.984 -0.617 -0.978 0.001
N -0.30508 -1.12638 -0.63326 0.338 0.462 0.044 -0.458
H 1.49651 2.23973 -2.75420 0.106 0.045 -0.009 0.345
H 2.59252 1.09703 -1.90888 -0.115 0.113 0.085 0.321
H 1.88598 0.68071 -3.47613 0.132 0.113 -0.038 0.310
H 0.10915 1.25588 -1.25230 -0.420 -0.308 -0.082 0.201
H 0.97217 -1.33564 -2.27921 0.415 -0.058 0.333 0.272
H -0.43616 -2.12800 -0.71165 0.417 -0.122 0.160 0.205
N -0.23770 0.95600 2.10768 -0.003 -0.240 0.057 -0.330
C -1.13616 0.03498 1.86335 0.438 -0.375 -0.440 0.215
N -1.26468 -1.06782 2.55079 -0.210 -0.099 0.257 -0.326
H 0.45559 0.83933 2.82674 0.111 0.047 0.141 0.216
H -0.05497 1.64643 1.40460 -0.070 0.283 -0.006 0.243
H -1.74971 0.16542 0.98302 -0.203 0.002 0.167 0.434
H -1.99410 -1.72149 2.31741 -0.040 0.032 -0.121 0.255
H -0.63711 -1.36008 3.28868 -0.027 0.256 -0.042 0.220
```
Forces are in eV/Å.

Values from the calculation:
E_LUMO (eV): -3.27
Relative energy (zero: lowest compared OMol25 entry of this formula, charge and spin) (eV): 0.758
Total charge: +1